{"formula": "C99H220N2O5P5", "method": "ωB97M-V with the def2-TZVPD basis set", "total_energy_ev": -165854.829, "homo_ev": -16.680, "gap_ev": 8.9, "total_charge": 5, "species": ["C", "C", "C", "N", "C", "C", "C", "C", "C", "H", "H", "H", "H", "H", "H", "H", "H", "H", "H", "H", "H", "H", "H", "H", "H", "H", "H", "C", "C", "C", "N", "C", "C", "C", "C", "C", "H", "H", "H", "H", "H", "H", "H", "H", "H", "H", "H", "H", "H", "H", "H", "H", "H", "H", "C", "C", "C", "C", "P", "C", "C", "C", "C", "C", "C", "C", "C", "C", "C", "C", "C", "H", "H", "H", "H", "H", "H", "H", "H", "H", "H", "H", "H", "H", "H", "H", "H", "H", "H", "H", "H", "H", "H", "H", "H", "H", "H", "H", "H", "H", "H", "H", "H", "H", "H", "H", "H", "C", "C", "C", "C", "P", "C", "C", "C", "C", "C", "C", "C", "C", "C", "C", "C", "C", "H", "H", "H", "H", "H", "H", "H", "H", "H", "H", "H", "H", "H", "H", "H", "H", "H", "H", "H", "H", "H", "H", "H", "H", "H", "H", "H", "H", "H", "H", "H", "H", "H", "H", "H", "H", "C", "C", "C", "C", "P", "C", "C", "C", "C", "C", "C", "C", "C", "C", "C", "C", "C", "H", "H", "H", "H", "H", "H", "H", "H", "H", "H", "H", "H", "H", "H", "H", "H", "H", "H", "H", "H", "H", "H", "H", "H", "H", "H", "H", "H", "H", "H", "H", "H", "H", "H", "H", "H", "C", "C", "C", "C", "P", "C", "C", "C", "C", "C", "C", "C", "C", "C", "C", "C", "C", "H", "H", "H", "H", "H", "H", "H", "H", "H", "H", "H", "H", "H", "H", "H", "H", "H", "H", "H", "H", "H", "H", "H", "H", "H", "H", "H", "H", "H", "H", "H", "H", "H", "H", "H", "H", "C", "C", "C", "C", "P", "C", "C", "C", "C", "C", "C", "C", "C", "C", "C", "C", "C", "H", "H", "H", "H", "H", "H", "H", "H", "H", "H", "H", "H", "H", "H", "H", "H", "H", "H", "H", "H", "H", "H", "H", "H", "H", "H", "H", "H", "H", "H", "H", "H", "H", "H", "H", "H", "O", "C", "O", "O", "H", "C", "C", "O", "O", "H", "H", "H"], "coordinates": [[2.168, 10.663, 3.187], [2.346, 9.256, 3.724], [2.438, 8.435, 2.416], [2.448, 6.939, 2.627], [3.417, 6.484, 3.707], [2.776, 6.280, 1.235], [1.443, 6.424, 0.488], [0.413, 6.064, 1.572], [1.026, 6.460, 2.926], [1.204, 10.787, 2.715], [2.937, 10.752, 2.388], [2.258, 11.469, 3.953], [1.458, 8.983, 4.356], [3.247, 9.060, 4.321], [3.357, 8.690, 1.924], [1.595, 8.589, 1.785], [3.500, 5.402, 3.693], [2.972, 6.798, 4.620], [4.435, 6.928, 3.603], [2.905, 5.267, 1.465], [3.740, 6.706, 0.864], [1.481, 5.673, -0.340], [1.347, 7.385, 0.069], [0.255, 5.000, 1.552], [-0.535, 6.536, 1.459], [1.143, 5.583, 3.568], [0.559, 7.292, 3.450], [-1.104, 2.169, 1.815], [-0.731, 0.723, 2.069], [0.177, 0.186, 0.931], [0.669, -1.228, 1.104], [1.781, -1.503, 0.135], [-0.298, -2.354, 0.895], [0.340, -3.591, 1.522], [1.453, -3.007, 2.472], [1.140, -1.568, 2.532], [-1.712, 2.574, 2.622], [-1.610, 2.267, 0.874], [-0.170, 2.773, 1.784], [-1.624, 0.097, 2.242], [-0.173, 0.685, 3.006], [1.096, 0.725, 1.007], [-0.242, 0.313, -0.079], [1.477, -1.139, -0.852], [1.950, -2.542, 0.109], [2.708, -0.953, 0.401], [-0.537, -2.431, -0.195], [-1.237, -2.096, 1.462], [0.649, -4.329, 0.797], [-0.464, -4.243, 1.946], [2.498, -3.138, 2.076], [1.417, -3.550, 3.444], [1.998, -0.897, 2.740], [0.355, -1.291, 3.268], [-3.055, 2.309, 9.555], [-2.683, 2.510, 8.047], [-1.391, 3.278, 7.819], [-0.177, 2.583, 8.545], [1.268, 2.526, 7.377], [1.528, 4.160, 6.665], [1.715, 5.355, 7.617], [2.352, 6.640, 7.083], [2.544, 7.740, 8.203], [2.718, 1.883, 8.286], [4.052, 1.671, 7.425], [5.265, 1.156, 8.237], [6.445, 0.860, 7.378], [1.032, 1.519, 5.933], [1.234, -0.072, 6.125], [0.062, -0.800, 6.796], [0.248, -2.308, 6.685], [-2.902, 3.270, 10.070], [-2.436, 1.608, 10.049], [-4.096, 1.950, 9.778], [-3.523, 3.143, 7.661], [-2.700, 1.593, 7.502], [-1.466, 4.316, 8.131], [-1.173, 3.277, 6.787], [-0.399, 1.561, 8.758], [0.197, 3.203, 9.409], [0.658, 4.341, 6.022], [2.370, 4.155, 5.984], [2.328, 5.096, 8.470], [0.753, 5.658, 7.987], [1.676, 7.039, 6.352], [3.361, 6.450, 6.644], [3.484, 7.624, 8.685], [1.703, 7.738, 8.827], [2.559, 8.727, 7.685], [2.428, 0.873, 8.669], [2.780, 2.437, 9.176], [4.284, 2.581, 6.907], [3.747, 0.905, 6.698], [4.974, 0.178, 8.687], [5.554, 1.872, 9.001], [7.213, 0.276, 7.920], [6.941, 1.809, 7.016], [6.128, 0.284, 6.514], [1.765, 1.931, 5.254], [0.008, 1.569, 5.539], [2.186, -0.276, 6.623], [1.308, -0.457, 5.092], [-0.833, -0.457, 6.224], [-0.134, -0.568, 7.858], [-0.515, -2.916, 7.241], [1.186, -2.675, 7.078], [0.177, -2.572, 5.614], [-10.140, 3.361, -1.623], [-9.244, 2.840, -2.690], [-8.122, 3.784, -3.043], [-7.296, 4.220, -1.845], [-5.696, 4.805, -2.345], [-4.891, 5.366, -0.855], [-5.852, 6.034, 0.153], [-5.009, 6.847, 1.166], [-4.096, 5.885, 1.977], [-4.652, 3.389, -2.960], [-3.134, 3.628, -2.900], [-2.461, 2.289, -3.119], [-0.876, 2.381, -3.115], [-5.886, 6.105, -3.571], [-5.937, 5.646, -5.078], [-6.360, 6.784, -5.961], [-6.132, 6.322, -7.430], [-10.957, 2.645, -1.600], [-10.569, 4.323, -1.921], [-9.656, 3.491, -0.702], [-9.739, 2.565, -3.605], [-8.901, 1.879, -2.257], [-8.348, 4.683, -3.652], [-7.452, 3.253, -3.682], [-7.143, 3.412, -1.122], [-7.747, 5.103, -1.313], [-4.029, 5.979, -1.212], [-4.486, 4.456, -0.430], [-6.388, 5.249, 0.693], [-6.587, 6.738, -0.260], [-5.681, 7.355, 1.872], [-4.504, 7.665, 0.619], [-3.813, 6.295, 2.963], [-3.168, 5.709, 1.338], [-4.550, 4.901, 2.034], [-4.945, 3.199, -3.968], [-4.915, 2.529, -2.354], [-2.843, 3.913, -1.895], [-2.793, 4.427, -3.615], [-2.693, 1.817, -4.091], [-2.700, 1.606, -2.324], [-0.487, 3.038, -3.868], [-0.420, 1.382, -3.246], [-0.525, 2.634, -2.070], [-5.054, 6.782, -3.447], [-6.776, 6.677, -3.327], [-6.557, 4.725, -5.224], [-4.883, 5.267, -5.268], [-5.736, 7.663, -5.710], [-7.384, 7.099, -5.778], [-6.782, 5.490, -7.702], [-5.055, 6.127, -7.555], [-6.306, 7.186, -8.061], [-0.945, -6.233, -1.398], [-0.477, -5.335, -2.505], [0.573, -6.073, -3.352], [0.982, -5.340, -4.624], [2.169, -6.266, -5.606], [1.473, -7.851, -6.076], [2.272, -8.744, -7.026], [1.696, -10.144, -7.244], [1.925, -11.006, -5.975], [2.692, -5.271, -7.072], [1.450, -4.976, -7.938], [0.983, -3.504, -7.781], [-0.444, -3.239, -8.141], [3.693, -6.593, -4.584], [4.400, -5.278, -4.303], [5.465, -5.239, -3.171], [6.661, -6.115, -3.552], [-1.550, -5.778, -0.602], [-0.160, -6.701, -0.820], [-1.687, -6.968, -1.734], [0.026, -4.404, -2.127], [-1.358, -4.943, -2.984], [0.294, -7.148, -3.590], [1.500, -6.135, -2.674], [1.478, -4.389, -4.283], [0.184, -4.870, -5.271], [0.430, -7.838, -6.486], [1.351, -8.425, -5.174], [3.291, -8.852, -6.598], [2.442, -8.158, -7.905], [2.073, -10.526, -8.183], [0.627, -10.087, -7.518], [2.991, -10.958, -5.722], [1.600, -12.042, -6.207], [1.304, -10.608, -5.187], [3.308, -5.984, -7.678], [3.270, -4.429, -6.771], [0.716, -5.761, -7.797], [1.737, -5.104, -8.956], [1.691, -2.957, -8.463], [1.199, -3.162, -6.741], [-0.733, -2.209, -7.920], [-1.077, -3.919, -7.597], [-0.571, -3.413, -9.236], [4.256, -7.442, -5.023], [3.291, -6.890, -3.651], [3.584, -4.590, -4.031], [4.817, -4.884, -5.257], [5.002, -5.651, -2.255], [5.772, -4.208, -3.032], [7.273, -5.634, -4.296], [6.394, -7.136, -3.814], [7.268, -6.143, -2.657], [-7.870, -8.491, -1.807], [-7.427, -7.233, -2.582], [-7.309, -6.015, -1.642], [-6.194, -6.067, -0.653], [-6.238, -4.551, 0.349], [-5.878, -3.164, -0.718], [-4.580, -3.301, -1.521], [-3.819, -2.006, -1.432], [-2.609, -1.919, -2.309], [-7.817, -4.260, 1.252], [-8.396, -5.455, 2.075], [-9.551, -6.226, 1.385], [-10.561, -5.308, 0.714], [-4.904, -4.610, 1.583], [-4.654, -6.025, 2.082], [-3.578, -6.093, 3.079], [-3.970, -5.460, 4.438], [-7.241, -8.771, -0.959], [-7.836, -9.331, -2.516], [-8.943, -8.279, -1.592], [-8.137, -7.027, -3.369], [-6.454, -7.334, -3.095], [-8.341, -5.812, -1.266], [-7.006, -5.142, -2.247], [-5.211, -6.108, -1.111], [-6.455, -6.928, -0.004], [-5.766, -2.370, 0.024], [-6.654, -2.772, -1.397], [-4.804, -3.671, -2.501], [-3.966, -4.067, -1.065], [-3.548, -1.747, -0.417], [-4.491, -1.141, -1.620], [-2.913, -1.868, -3.390], [-1.951, -2.799, -2.216], [-1.985, -1.054, -2.149], [-8.627, -3.848, 0.664], [-7.576, -3.385, 1.872], [-8.720, -5.034, 3.037], [-7.625, -6.132, 2.393], [-9.991, -6.752, 2.191], [-9.104, -6.948, 0.691], [-10.459, -4.943, -0.257], [-10.671, -4.410, 1.373], [-11.561, -5.767, 0.756], [-5.222, -3.951, 2.403], [-3.965, -4.179, 1.235], [-4.365, -6.571, 1.225], [-5.580, -6.456, 2.449], [-2.651, -5.670, 2.668], [-3.328, -7.147, 3.094], [-4.678, -6.072, 4.983], [-4.404, -4.452, 4.222], [-3.109, -5.269, 5.120], [9.366, 4.032, -0.112], [7.860, 4.188, 0.147], [6.913, 3.346, -0.718], [7.009, 1.839, -0.467], [6.295, 0.805, -1.815], [6.613, -0.928, -1.364], [5.785, -1.488, -0.226], [6.218, -2.825, 0.252], [5.114, -3.462, 1.230], [4.488, 1.058, -1.831], [3.780, 0.383, -3.026], [4.147, 0.932, -4.459], [3.439, 0.173, -5.606], [7.227, 1.114, -3.315], [8.737, 1.297, -3.063], [9.421, 1.554, -4.392], [9.178, 2.896, -5.057], [10.017, 4.374, 0.667], [9.665, 4.637, -0.974], [9.664, 3.010, -0.303], [7.541, 5.195, 0.008], [7.603, 4.031, 1.186], [7.189, 3.493, -1.787], [5.885, 3.665, -0.643], [6.405, 1.511, 0.427], [8.050, 1.517, -0.247], [7.670, -0.860, -1.077], [6.562, -1.621, -2.247], [4.848, -1.626, -0.735], [5.700, -0.689, 0.568], [7.117, -2.709, 0.867], [6.498, -3.477, -0.570], [5.510, -4.403, 1.671], [4.239, -3.811, 0.737], [4.822, -2.831, 2.060], [4.282, 2.084, -1.920], [4.076, 0.689, -0.902], [2.712, 0.534, -2.848], [3.958, -0.682, -3.088], [5.236, 0.854, -4.578], [3.905, 2.029, -4.494], [2.334, 0.216, -5.397], [3.734, -0.852, -5.554], [3.724, 0.511, -6.601], [6.753, 2.022, -3.739], [7.011, 0.267, -3.922], [9.114, 0.436, -2.515], [8.937, 2.194, -2.402], [9.310, 0.671, -5.012], [10.483, 1.569, -4.178], [9.661, 3.089, -6.030], [9.515, 3.706, -4.425], [8.121, 3.074, -5.105], [0.658, -2.156, -4.538], [0.881, -1.863, -3.078], [0.428, -0.783, -2.663], [1.487, -2.895, -2.595], [0.338, -1.345, -4.947], [4.379, 2.521, 2.298], [2.941, 2.328, 2.832], [2.379, 1.239, 2.711], [2.423, 3.352, 3.308], [5.133, 2.580, 3.088], [4.436, 3.482, 1.761], [4.625, 1.690, 1.641]], "lowdin_charge": [-0.091, -0.224, -0.140, -0.235, 0.025, -0.058, -0.129, -0.117, -0.067, 0.079, 0.093, 0.105, 0.119, 0.116, 0.133, 0.119, 0.078, 0.039, 0.134, 0.079, 0.154, 0.135, 0.093, 0.089, 0.100, 0.112, 0.123, -0.089, -0.225, -0.096, -0.220, 0.014, -0.111, -0.126, -0.131, -0.131, 0.079, 0.056, 0.071, 0.111, 0.080, 0.096, 0.137, 0.074, 0.072, 0.115, 0.136, 0.138, 0.101, 0.114, 0.099, 0.131, 0.117, 0.122, -0.087, -0.247, -0.243, -0.208, 1.002, -0.264, -0.237, -0.254, -0.055, -0.230, -0.205, -0.274, -0.128, -0.240, -0.203, -0.270, -0.103, 0.085, 0.043, 0.097, 0.120, 0.085, 0.115, 0.058, 0.065, 0.125, 0.098, 0.082, 0.113, 0.102, 0.078, 0.113, 0.068, 0.055, 0.087, 0.113, 0.072, 0.096, 0.087, 0.126, 0.115, 0.092, 0.096, 0.066, 0.057, 0.097, 0.089, 0.089, 0.113, 0.106, 0.096, 0.077, 0.058, -0.106, -0.269, -0.254, -0.293, 0.994, -0.294, -0.247, -0.247, -0.105, -0.241, -0.251, -0.255, -0.085, -0.251, -0.268, -0.260, -0.084, 0.091, 0.096, 0.053, 0.115, 0.122, 0.131, 0.081, 0.117, 0.115, 0.120, 0.085, 0.114, 0.118, 0.113, 0.116, 0.079, 0.069, 0.061, 0.080, 0.098, 0.088, 0.140, 0.122, 0.086, 0.060, 0.043, 0.074, 0.097, 0.106, 0.111, 0.123, 0.123, 0.116, 0.081, 0.080, 0.075, -0.128, -0.271, -0.233, -0.284, 1.039, -0.291, -0.259, -0.242, -0.081, -0.232, -0.242, -0.278, -0.110, -0.237, -0.259, -0.242, -0.092, 0.048, 0.075, 0.081, 0.088, 0.097, 0.122, 0.135, 0.072, 0.123, 0.129, 0.073, 0.109, 0.092, 0.109, 0.115, 0.080, 0.092, 0.055, 0.113, 0.076, 0.095, 0.105, 0.131, 0.084, 0.074, 0.064, 0.098, 0.108, 0.069, 0.091, 0.116, 0.113, 0.085, 0.076, 0.077, 0.069, -0.089, -0.241, -0.278, -0.271, 1.031, -0.283, -0.243, -0.286, -0.101, -0.235, -0.210, -0.227, -0.102, -0.253, -0.282, -0.260, -0.068, 0.069, 0.083, 0.091, 0.109, 0.113, 0.117, 0.102, 0.106, 0.106, 0.093, 0.123, 0.120, 0.087, 0.096, 0.119, 0.109, 0.063, 0.044, 0.079, 0.097, 0.123, 0.077, 0.103, 0.092, 0.043, 0.097, 0.093, 0.092, 0.096, 0.093, 0.110, 0.099, 0.118, 0.078, 0.067, 0.082, -0.076, -0.239, -0.246, -0.261, 1.033, -0.269, -0.293, -0.213, -0.074, -0.236, -0.216, -0.239, -0.082, -0.287, -0.223, -0.259, -0.083, 0.073, 0.086, 0.055, 0.095, 0.101, 0.111, 0.092, 0.081, 0.106, 0.101, 0.122, 0.089, 0.128, 0.118, 0.101, 0.087, 0.036, 0.061, 0.078, 0.075, 0.101, 0.103, 0.062, 0.125, 0.084, 0.056, 0.080, 0.100, 0.086, 0.112, 0.108, 0.115, 0.113, 0.099, 0.073, 0.050, -0.043, -0.669, -0.051, -0.083, 0.066, -0.005, -0.752, -0.041, -0.071, 0.083, 0.060, 0.038]}



{"formula": "C3H2BrCl3", "method": "ωB97M-V with the def2-TZVPD basis set", "total_energy_ev": -110751.186, "homo_ev": -9.307, "gap_ev": 9.7, "smiles": "Cl[C@@H]1[C@@H](Cl)C1(Cl)Br", "relative_energy_ev": 0.990, "species": ["Cl", "C", "C", "Cl", "C", "Cl", "Br", "H", "H"], "coordinates": [[-0.610, -1.993, -0.546], [-0.319, -0.339, -0.676], [0.097, 0.422, 0.586], [1.187, 1.740, 0.553], [-1.401, 0.674, -0.311], [-1.486, 2.200, -1.010], [-3.006, -0.189, 0.419], [0.321, 0.148, -1.441], [0.072, -0.068, 1.540]], "lowdin_charge": [0.684, -0.887, -0.708, 0.642, -1.233, 0.669, 0.646, 0.108, 0.078]}